No. 1
{
  "formula": "C8H12N2O",
  "method": "ωB97M-V/def2-TZVPD",
  "multiplicity": 1,
  "gap_ev": 9.4,
  "e_above_lowest_ev": 10.748,
  "molar_mass_g_mol": 152.20,
  "e_homo_ha": -0.319,
  "e_tot_ha": -496.397566,
  "symbols": ["C", "C", "C", "C", "C", "C", "C", "C", "H", "H", "H", "H", "H", "H", "H", "H", "H", "H", "H", "H", "N", "N", "O"],
  "positions_angstrom": [[0.394584, -1.431041, 1.287055], [1.083156, -0.261708, 0.389290], [0.181193, 0.394516, -0.583500], [-0.270766, 1.623953, -0.436923], [-1.187406, 2.128310, -1.384082], [-1.503735, 1.391804, -2.509028], [-0.857318, 0.104647, -2.770147], [-0.107036, -0.433525, -1.680110], [0.954019, -0.609929, 3.770567], [0.093049, 1.117920, 3.245358], [-1.363815, -1.778333, 2.378754], [0.112767, -2.306413, 0.626900], [1.215726, -2.363814, 1.829821], [1.406765, 0.144943, 1.036428], [2.534566, -0.288746, -0.766477], [-0.292369, 2.006330, 0.372058], [-1.622440, 2.970470, -1.302398], [-1.807119, 1.578161, -3.334950], [-1.052436, -0.547207, -3.517311], [0.430118, -1.407825, -1.988367], [-0.066779, -0.176957, 3.328276], [-0.589569, -0.968819, 2.124171], [2.314844, -0.886739, -0.115384]],
  "forces_ev_per_angstrom": [[3.07, -4.29, -1.98], [-5.88, -12.57, -10.47], [2.20, -4.50, -0.61], [-3.23, -2.53, -9.77], [2.70, -6.05, -1.60], [6.44, -5.37, 7.52], [0.62, 2.08, 6.78], [0.17, 0.07, -3.83], [-3.58, 1.49, -2.18], [-0.65, -5.56, -0.55], [2.89, 3.10, -0.07], [-0.95, 1.49, 0.12], [-1.09, 3.42, -0.78], [6.77, 11.38, 14.50], [1.44, 1.78, -2.55], [0.78, 5.44, 10.38], [-2.81, 6.15, 1.00], [-5.38, 4.18, -9.40], [-0.73, -1.30, -2.83], [-0.84, 1.47, 1.53], [2.23, 1.18, 0.61], [-2.12, 0.36, 2.88], [-2.05, -1.41, 1.28]]
}

No. 2
{
  "formula": "C33H46F5N2O12",
  "method": "ωB97M-V/def2-TZVPD",
  "multiplicity": 1,
  "gap_ev": 8.1,
  "charge": 1,
  "molar_mass_g_mol": 757.72,
  "e_homo_ha": -0.393,
  "e_tot_ha": -2796.486700,
  "symbols": ["C", "C", "C", "O", "N", "C", "F", "C", "C", "O", "C", "C", "C", "C", "C", "C", "C", "C", "C", "C", "N", "C", "F", "C", "C", "C", "C", "C", "C", "C", "O", "H", "H", "H", "H", "H", "H", "H", "H", "H", "H", "H", "H", "H", "H", "H", "H", "H", "H", "H", "H", "H", "H", "H", "H", "H", "H", "H", "H", "H", "H", "H", "H", "H", "H", "H", "H", "H", "C", "C", "O", "C", "O", "O", "F", "H", "H", "H", "C", "C", "O", "C", "O", "O", "F", "H", "H", "H", "C", "C", "O", "C", "O", "O", "F", "H", "H", "H"],
  "positions_angstrom": [[-3.828563, 3.885402, 0.159263], [-3.338130, 3.125054, -1.107482], [-3.130979, 1.666333, -0.657237], [-2.534037, 0.875827, -1.724018], [-2.052805, -0.287904, -1.203483], [-0.714369, -0.498896, -0.924974], [0.225598, 0.377003, -1.119456], [-0.661608, -1.769497, -0.461090], [0.588471, -2.483709, -0.000676], [1.734879, -1.684240, -0.189698], [2.774312, -2.087651, 0.641238], [3.030823, -3.418937, 0.947333], [4.052278, -3.792813, 1.806300], [4.209675, -5.287754, 2.103795], [4.883388, -2.835389, 2.362743], [4.632305, -1.502502, 2.058490], [3.593693, -1.130021, 1.231652], [3.300190, 0.346822, 0.940234], [4.329206, 1.315179, 1.538997], [1.905596, 0.673285, 1.605791], [-1.948076, -2.295786, -0.479262], [-2.442191, -3.629039, -0.121327], [-2.444248, -4.388103, -1.268509], [-1.720922, -4.296510, 1.051311], [-2.598103, -5.307086, 1.829424], [-2.799714, -1.353045, -0.947738], [-4.281136, -1.421734, -1.168339], [-5.144177, -1.205619, 0.143393], [-5.994531, -2.469353, 0.508182], [-5.765212, -2.868879, 1.989981], [-7.065004, -3.118576, 2.540275], [-4.215011, 4.879694, -0.073002], [-4.594546, 3.239790, 0.620621], [-2.986964, 3.909032, 0.866031], [-2.386264, 3.520212, -1.486174], [-4.090669, 3.129877, -1.908040], [-2.413180, 1.687387, 0.178763], [-4.100401, 1.270316, -0.326947], [0.479474, -2.669884, 1.083440], [0.706902, -3.457768, -0.501358], [2.406542, -4.212055, 0.527393], [3.871640, -5.811351, 1.197888], [3.489027, -5.533975, 2.901631], [5.227617, -5.554595, 2.392718], [5.687282, -3.178992, 3.011173], [5.298706, -0.767147, 2.508073], [3.171066, 0.570672, -0.127243], [5.351956, 1.102913, 1.188596], [4.127665, 2.358866, 1.247786], [4.351030, 1.307961, 2.638754], [2.032339, 1.138297, 2.594365], [1.300836, 1.333689, 0.964125], [1.305999, -0.235970, 1.759250], [-3.493951, -3.497178, 0.177175], [-1.221730, -3.576118, 1.712863], [-0.896600, -4.887952, 0.611347], [-1.902241, -5.982336, 2.345159], [-3.277266, -4.807008, 2.525426], [-3.137210, -5.944030, 1.111248], [-4.486505, -2.429322, -1.559523], [-4.636581, -0.709539, -1.919610], [-5.835288, -0.371331, -0.036409], [-4.468653, -0.923267, 0.961991], [-5.743231, -3.339534, -0.114997], [-7.049860, -2.235584, 0.326943], [-5.132439, -3.767946, 2.031452], [-5.340055, -2.030867, 2.565209], [-6.941164, -3.406277, 3.453512], [8.777969, -8.049920, 2.494664], [8.783817, -8.069200, 0.988569], [7.887753, -7.021118, 0.662060], [7.957991, -6.121998, 1.685439], [7.550632, -5.009477, 1.628844], [8.560133, -6.664367, 2.774204], [8.291874, -9.234683, 0.505618], [7.959852, -8.638705, 2.912819], [9.715842, -8.394079, 2.924278], [9.757595, -7.870396, 0.537038], [0.203049, 5.256029, -3.071228], [0.523848, 6.560493, -3.753544], [-0.711295, 7.253774, -3.686296], [-1.347777, 6.800756, -2.571184], [-2.271987, 7.341037, -2.061214], [-0.783899, 5.652932, -2.111942], [0.851926, 6.371595, -5.051275], [-0.229063, 4.524642, -3.756620], [1.067926, 4.813079, -2.582468], [1.300878, 7.149875, -3.263214], [-2.414129, 10.444997, -4.075464], [-1.860192, 10.639891, -2.690268], [-2.324525, 11.929594, -2.343373], [-3.496953, 12.110946, -3.025045], [-4.290699, 12.953041, -2.780517], [-3.632641, 11.187867, -4.016098], [-0.499901, 10.650068, -2.697558], [-1.765462, 10.869116, -4.844441], [-2.601862, 9.399544, -4.308960], [-2.215583, 9.914120, -1.957570]],
  "forces_ev_per_angstrom": [[0.41, -1.08, -0.49], [-0.09, -0.58, 0.20], [0.30, 1.40, 0.37], [-0.27, -0.09, 0.16], [-0.06, 1.15, -0.54], [-0.59, -1.20, 0.32], [-0.53, 0.27, -0.17], [1.69, -0.22, -0.01], [-0.22, -0.42, 0.54], [-0.27, -0.14, 0.05], [0.84, -0.65, 0.72], [-0.83, -0.06, -0.46], [0.44, -0.96, 0.18], [-0.84, 0.81, -0.24], [-0.42, -0.32, -0.18], [0.77, -0.38, 0.57], [-0.18, 1.71, -1.04], [-0.99, 0.39, 1.26], [0.56, 0.30, -0.33], [-0.10, -0.06, -0.22], [-0.56, 0.58, -0.13], [-0.54, 0.15, 0.87], [0.24, -0.04, 0.34], [0.74, -0.84, -0.53], [0.60, 0.09, -0.66], [-0.06, 0.13, -0.23], [-0.45, -0.48, 0.52], [0.16, -0.68, -0.74], [0.73, 0.44, 0.56], [-1.34, 0.40, -0.26], [0.55, -0.36, 0.09], [0.13, -0.21, 0.18], [-0.06, 0.63, -0.02], [-0.31, 0.41, -0.11], [-0.33, 0.03, 0.05], [0.23, 0.20, 0.15], [-0.27, -0.25, -0.12], [0.35, -0.33, -0.21], [0.09, -0.12, -0.35], [-0.25, 0.25, 0.03], [0.23, 0.20, 0.05], [0.42, -0.22, 0.36], [0.43, -0.14, -0.11], [-0.25, 0.01, -0.10], [-0.06, 0.39, -0.14], [-0.34, 0.01, -0.26], [0.32, -0.46, 0.15], [-0.31, 0.00, 0.07], [-0.15, -0.38, 0.01], [-0.12, -0.20, -0.31], [0.01, -0.08, -0.33], [0.28, 0.01, 0.32], [0.20, 0.23, -0.04], [0.27, 0.11, -0.28], [-0.54, -0.03, -0.13], [-0.20, 0.31, 0.06], [-0.43, 0.28, 0.22], [0.11, -0.29, -0.10], [-0.08, 0.30, 0.31], [0.01, 0.36, -0.01], [0.67, -0.10, -0.02], [0.35, -0.14, 0.14], [-0.27, -0.06, -0.10], [-0.08, 0.35, -0.04], [0.21, -0.23, 0.31], [-0.05, 0.28, 0.21], [0.31, -0.31, -0.28], [-0.20, 0.00, -0.09], [0.30, -0.15, 0.43], [-0.37, -0.34, -0.13], [0.43, 0.18, 0.30], [-0.14, 0.35, 0.06], [-0.07, -0.10, 0.04], [-0.09, -0.07, -0.37], [0.03, 0.04, -0.09], [-0.05, -0.04, -0.21], [0.02, 0.23, 0.06], [-0.04, -0.11, -0.09], [0.23, -0.44, 0.28], [-0.01, -0.06, -0.54], [0.17, -0.14, 0.54], [-0.39, 0.14, 0.15], [-0.02, -0.06, -0.07], [0.09, 0.23, -0.31], [0.00, 0.08, 0.02], [0.02, 0.17, -0.16], [-0.11, 0.07, 0.19], [0.02, 0.03, -0.12], [-0.15, -0.38, -0.39], [0.39, 0.23, 0.01], [-0.39, -0.39, -0.16], [-0.30, 0.40, -0.05], [0.10, -0.03, -0.04], [0.26, 0.07, 0.32], [0.02, -0.05, 0.11], [0.13, 0.07, 0.17], [-0.22, 0.06, 0.04], [0.17, -0.04, 0.01]]
}